2 unconnected molecules or ions with the total composition C4H12 at a distorted geometry. Source: the Open Molecules 2025 dataset; level of theory: the ωB97M-V functional and the def2-TZVPD basis.

HOMO-LUMO gap: 12.58 eV
SMILES: CC.CC
HOMO: -11.450 eV
2S+1: 1

Element x y z (Å)
C  0.225  -2.433  0.392
C  1.344  -1.518  0.939
H  -0.315  -2.926  1.203
H  -0.498  -1.758  -0.064
H  0.531  -3.225  -0.287
H  0.883  -0.534  1.046
H  1.600  -1.759  1.973
H  2.254  -1.384  0.360
C  -0.615  1.253  -0.433
C  -0.918  2.664  -0.934
H  -1.538  0.680  -0.390
H  0.181  0.767  -0.983
H  -0.346  1.433  0.613
H  -0.016  3.247  -1.119
H  -1.616  3.223  -0.318
H  -1.471  2.665  -1.889

Cartesian forces (eV/Å) of the 3 atoms listed first:
C 0.134 0.382 0.351
C -0.742 0.275 0.779
H 0.131 0.060 0.084

Charges per atom according to natural (NBO) partitioning, unit e: C -0.61; C -0.62; H 0.20; H 0.20; H 0.21; H 0.21; H 0.20; H 0.21; C -0.61; C -0.61; H 0.20; H 0.21; H 0.20; H 0.20; H 0.20; H 0.20

2 unconnected molecules or ions with the total composition C4H12 at a distorted geometry. Source: the Open Molecules 2025 dataset; level of theory: the ωB97M-V functional and the def2-TZVPD basis.

HOMO-LUMO gap (alpha / beta): 10.63 / 2.76 eV
HOMO (alpha / beta): -14.284 / -14.282 eV
expectation value of S²: 0.75
total charge: +1
2S+1: 2

Element x y z (Å)
C  1.761  1.594  1.436
C  1.459  0.399  2.254
H  2.282  1.089  0.540
H  0.813  2.091  1.190
H  2.460  2.430  1.579
H  0.919  0.750  3.180
H  2.372  -0.058  2.644
H  0.848  -0.421  1.834
C  -1.944  -1.639  -2.061
C  -1.332  -0.326  -1.714
H  -1.191  -2.353  -2.412
H  -2.246  -2.209  -1.167
H  -2.849  -1.629  -2.656
H  -0.549  -0.292  -0.921
H  -0.833  0.182  -2.538
H  -1.972  0.392  -1.189

Cartesian forces (eV/Å) of the 3 atoms listed first:
C -1.672 0.214 -0.521
C 1.282 -0.559 0.994
H 0.494 -0.069 0.487

Charges per atom according to natural (NBO) partitioning, unit e: C -0.48; C -0.58; H 0.41; H 0.29; H 0.36; H 0.36; H 0.28; H 0.35; C -0.63; C -0.60; H 0.22; H 0.21; H 0.23; H 0.16; H 0.21; H 0.21

A molecular structure, C4H12AlO12S2 at a distorted geometry. Source: the Open Molecules 2025 dataset; level of theory: the ωB97M-V functional and the def2-TZVPD basis.

HOMO-LUMO gap (alpha / beta): 4.52 / 3.20 eV
HOMO (alpha / beta): -0.463 / -0.463 eV
expectation value of S²: 0.76
total charge: -2
2S+1: 2

Element x y z (Å)
Al  -0.993  -0.404  0.718
S  3.124  0.605  0.837
O  1.672  0.572  0.860
O  3.627  -0.645  0.253
O  3.614  1.445  -0.244
O  3.721  0.939  2.136
S  -4.268  2.235  1.273
O  -5.466  1.660  0.692
O  -4.537  2.698  2.590
O  -3.247  1.214  1.318
O  -3.802  3.298  0.371
C  0.526  -4.037  0.888
C  1.563  -3.374  -0.136
O  0.892  -2.197  -0.753
O  -0.230  -3.229  1.705
H  1.101  -4.733  1.499
H  -0.147  -4.654  0.293
H  1.924  -4.129  -0.835
H  2.428  -3.085  0.461
H  1.206  -2.184  -1.660
H  -0.569  -3.736  2.447
C  -0.834  2.759  -1.463
C  0.471  1.972  -1.773
O  0.318  0.554  -1.798
O  -1.170  2.520  -0.054
H  -1.639  2.439  -2.123
H  -0.645  3.818  -1.637
H  1.367  2.241  -1.214
H  0.801  2.269  -2.769
H  1.145  0.162  -2.088
H  -1.956  3.006  0.206

Cartesian forces (eV/Å) of the 3 atoms listed first:
Al -0.611 1.599 -0.060
S -1.756 0.437 3.662
O -0.116 0.028 0.291

Charges per atom according to natural (NBO) partitioning, unit e: Al 0.88; S 2.55; O -1.01; O -0.77; O -0.77; O -0.98; S 2.65; O -1.13; O -1.10; O -1.17; O -1.15; C -0.06; C -0.09; O -0.71; O -0.70; H 0.14; H 0.14; H 0.16; H 0.19; H 0.47; H 0.48; C -0.08; C -0.08; O -0.74; O -0.77; H 0.17; H 0.16; H 0.20; H 0.13; H 0.47; H 0.53

A molecular structure, C4H12BF4O2RbS2 at a distorted geometry. Source: the Open Molecules 2025 dataset; level of theory: the ωB97M-V functional and the def2-TZVPD basis.

HOMO-LUMO gap: 8.78 eV
HOMO: -9.332 eV
2S+1: 1

Element x y z (Å)
Rb  -2.189  15.783  -9.316
B  -1.733  18.855  -7.875
F  -2.827  18.850  -8.791
F  -0.532  18.779  -8.569
F  -1.828  19.963  -7.047
F  -1.953  17.648  -7.117
C  -5.688  14.912  -7.690
S  -5.785  16.445  -8.655
O  -4.830  16.339  -9.811
C  -7.478  16.120  -9.263
H  -4.624  14.735  -7.487
H  -6.006  13.939  -8.079
H  -6.165  15.015  -6.715
H  -7.518  15.853  -10.315
H  -8.115  16.994  -9.110
H  -7.956  15.358  -8.647
C  -2.169  17.416  -12.538
S  -2.899  17.192  -14.175
O  -3.023  15.701  -14.283
C  -4.569  17.774  -13.666
H  -2.694  16.691  -11.917
H  -2.358  18.398  -12.100
H  -1.098  17.226  -12.505
H  -5.035  16.919  -13.175
H  -5.127  17.843  -14.604
H  -4.556  18.702  -13.109

Cartesian forces (eV/Å) of the 3 atoms listed first:
Rb 0.226 0.638 0.258
B -1.190 0.218 0.351
F 0.206 -0.049 -0.451

Charges per atom according to natural (NBO) partitioning, unit e: Rb 0.98; B 1.34; F -0.60; F -0.57; F -0.55; F -0.61; C -0.85; S 1.28; O -1.02; C -0.83; H 0.22; H 0.24; H 0.25; H 0.25; H 0.24; H 0.23; C -0.83; S 1.24; O -0.99; C -0.82; H 0.20; H 0.25; H 0.24; H 0.24; H 0.23; H 0.24

It is found that the E values, taken in the order of the records, are -159.5715, -159.1363, -2101.2317, -1555.0554 Eh.